1.
DFT (ωB97M-V with the def2-TZVPD basis set) results for C28H37BrN2O5OsSi as an isolated structure.

Last column: Löwdin spin population.
Cartesian coordinates (Å):
Os1 1.360 1.216 -0.958  2.24
Br1 2.073 5.614 4.971  0.17
C1 2.310 4.463 3.525  0.23
C2 3.411 3.576 3.512  -0.01
C3 3.562 2.719 2.470  0.13
C4 2.609 2.664 1.391  0.11
O1 2.796 1.834 0.467  0.26
C5 1.497 3.600 1.409  0.09
C6 0.527 3.704 0.363  0.06
N1 0.359 2.906 -0.646  0.03
C7 -0.634 3.154 -1.638  0.00
C8 -1.721 3.988 -1.535  0.01
C9 -2.574 4.166 -2.637  -0.01
C10 -2.334 3.536 -3.829  0.01
C11 -1.256 2.631 -3.948  0.00
C12 -0.955 1.900 -5.119  0.04
C13 0.093 1.014 -5.116  0.00
C14 0.824 0.818 -3.945  0.04
N2 0.568 1.480 -2.822  0.04
C15 -0.439 2.416 -2.825  0.02
C16 1.392 4.486 2.469  0.10
H1 4.123 3.588 4.326  0.00
H2 4.392 2.026 2.426  0.00
H3 -0.130 4.567 0.421  0.00
H4 -1.954 4.508 -0.615  0.00
H5 -3.429 4.819 -2.535  0.00
H6 -2.972 3.710 -4.686  0.00
H7 -1.555 2.047 -6.009  0.00
H8 0.353 0.453 -6.001  0.00
H9 1.629 0.096 -3.918  0.00
H10 0.579 5.202 2.490  0.00
C17 0.174 -2.116 -2.491  0.00
C18 1.316 -2.571 -1.584  0.00
C19 2.526 -1.639 -1.676  0.01
C20 1.774 -3.977 -1.955  0.00
O2 0.863 -2.618 -0.243  0.01
Si1 0.121 -1.530 0.714  0.03
O3 0.717 -0.035 0.546  0.35
O4 0.342 -1.963 2.265  0.01
C21 0.327 -3.198 2.999  0.00
C22 -1.041 -3.898 2.837  0.00
C23 0.523 -2.823 4.462  0.00
C24 1.423 -4.152 2.532  0.00
O5 -1.472 -1.550 0.325  0.01
C25 -2.546 -0.650 0.597  0.00
C26 -3.832 -1.424 0.335  0.00
C27 -2.517 -0.163 2.051  0.00
C28 -2.447 0.557 -0.342  0.00
H11 0.482 -2.094 -3.538  0.00
H12 -0.172 -1.123 -2.185  0.00
H13 -0.662 -2.805 -2.390  0.00
H14 2.934 -1.616 -2.686  0.00
H15 3.304 -1.949 -0.980  0.00
H16 2.237 -0.605 -1.371  0.01
H17 2.117 -4.013 -2.990  0.00
H18 0.944 -4.672 -1.836  0.00
H19 2.586 -4.292 -1.300  0.00
H20 -1.819 -3.300 3.312  0.00
H21 -1.017 -4.881 3.304  0.00
H22 -1.266 -4.007 1.776  0.00
H23 -0.186 -2.045 4.744  0.00
H24 1.533 -2.437 4.619  0.00
H25 0.373 -3.692 5.102  0.00
H26 1.276 -4.420 1.490  0.00
H27 1.413 -5.057 3.137  0.00
H28 2.400 -3.672 2.627  0.00
H29 -3.852 -2.319 0.957  0.00
H30 -3.880 -1.736 -0.709  0.00
H31 -4.703 -0.813 0.572  0.00
H32 -2.669 -1.002 2.727  0.00
H33 -3.315 0.562 2.216  0.00
H34 -1.553 0.298 2.278  0.00
H35 -2.462 0.218 -1.382  0.00
H36 -1.512 1.082 -0.146  0.00
H37 -3.282 1.241 -0.180  0.00

Cartesian forces (eV/Å) of the 2 atoms listed first:
-0.5 -1.6 1.5
0.1 -0.4 -0.6

LUMO (alpha / beta)   -7.49 / -9.54 eV
Orbital gap (alpha / beta)   0.2392 / 0.1646 Ha
Total charge   +2
Spin multiplicity   5
HOMO (alpha / beta)   -14.00 / -14.02 eV

=====

2.
DFT (ωB97M-V with the def2-TZVPD basis set) results for C28H37ClFeN7O4PS as an isolated structure.

Last column: Löwdin spin population.
Cartesian coordinates (Å):
Fe1 -0.085 -0.964 -0.124  3.69
N1 -1.941 -3.448 3.009  0.00
C1 -1.451 -2.810 1.907  0.01
S1 -0.580 -1.337 2.185  0.05
N2 -1.709 -3.413 0.767  0.00
N3 -1.129 -2.809 -0.296  0.03
C2 -1.494 -3.136 -1.485  0.02
C3 -2.564 -4.116 -1.788  0.00
C4 -2.454 -5.441 -1.378  0.00
C5 -3.465 -6.344 -1.669  0.00
C6 -4.596 -5.928 -2.355  0.00
C7 -4.717 -4.605 -2.754  0.00
C8 -3.701 -3.702 -2.475  0.00
C9 -0.772 -2.458 -2.599  0.01
C10 -0.948 -2.833 -3.928  0.00
C11 -0.229 -2.164 -4.906  0.00
C12 0.641 -1.150 -4.541  0.00
C13 0.765 -0.841 -3.195  0.00
N4 0.081 -1.476 -2.254  0.03
H1 -2.034 -2.906 3.849  0.00
H2 -2.630 -4.162 2.834  0.00
H3 -1.581 -5.755 -0.822  0.00
H4 -3.372 -7.374 -1.351  0.00
H5 -5.387 -6.634 -2.575  0.00
H6 -5.602 -4.273 -3.281  0.00
H7 -3.794 -2.667 -2.781  0.00
H8 -1.626 -3.632 -4.185  0.00
H9 -0.352 -2.437 -5.946  0.00
H10 1.212 -0.601 -5.275  0.00
H11 1.412 -0.049 -2.843  0.00
C14 -1.462 6.179 -0.646  0.00
C15 -1.740 5.194 0.450  0.00
C16 -1.620 5.537 1.785  0.00
C17 -1.875 4.602 2.780  0.00
Cl1 -1.704 5.067 4.452  0.00
C18 -2.257 3.317 2.461  0.00
C19 -2.379 2.951 1.125  0.00
C20 -2.121 3.882 0.128  0.00
O1 -2.200 3.618 -1.204  0.00
C21 -2.468 2.281 -1.594  0.00
C22 -1.272 1.362 -1.287  0.01
O2 -0.162 1.670 -1.704  0.01
O3 -1.547 0.338 -0.560  0.06
H12 -1.165 7.141 -0.231  0.00
H13 -2.343 6.324 -1.272  0.00
H14 -0.670 5.815 -1.301  0.00
H15 -1.323 6.541 2.058  0.00
H16 -2.451 2.595 3.242  0.00
H17 -2.654 1.934 0.883  0.00
H18 -2.596 2.328 -2.675  0.00
H19 -3.381 1.907 -1.127  0.00
C23 4.572 0.675 -0.917  0.00
N5 4.294 0.247 0.444  0.00
C24 5.446 0.233 1.322  0.00
P1 2.734 0.270 0.985  0.01
O4 1.874 -0.416 -0.035  0.05
N6 2.710 -0.510 2.427  0.00
C25 2.925 -1.947 2.468  0.00
C26 2.633 0.131 3.723  0.00
N7 2.283 1.837 1.201  0.00
C27 0.888 2.190 1.436  0.00
C28 3.224 2.880 1.564  0.00
H20 5.338 0.031 -1.356  0.00
H21 4.933 1.710 -0.948  0.00
H22 3.668 0.600 -1.517  0.00
H23 6.195 -0.463 0.935  0.00
H24 5.159 -0.093 2.319  0.00
H25 5.916 1.221 1.402  0.00
H26 2.903 -2.356 1.459  0.00
H27 2.126 -2.420 3.042  0.00
H28 3.891 -2.187 2.927  0.00
H29 2.353 1.176 3.620  0.00
H30 3.589 0.075 4.259  0.00
H31 1.868 -0.366 4.326  0.00
H32 0.227 1.426 1.036  0.00
H33 0.660 3.124 0.919  0.00
H34 0.676 2.318 2.503  0.00
H35 4.227 2.631 1.223  0.00
H36 3.256 3.058 2.646  0.00
H37 2.923 3.812 1.080  0.00

Cartesian forces (eV/Å) of the 2 atoms listed first:
-0.2 0.3 -0.1
0.0 0.1 -0.1

Energy above the lowest of the compared OMol25 structures with the same formula, charge and spin   0.0 kcal/mol
LUMO (alpha / beta)   -0.03 / -0.16 eV
Orbital gap (alpha / beta)   0.2769 / 0.2734 Ha
Spin multiplicity   5
HOMO (alpha / beta)   -7.57 / -7.61 eV

=====

3.
DFT (ωB97M-V with the def2-TZVPD basis set) results for C28H37ClIN6O3Sn as an isolated structure.

Last column: Mulliken charge in e.
Cartesian coordinates (Å):
Sn1 0.404 -0.098 -0.047  0.69
C1 -0.413 -4.554 2.316  -2.01
C2 -0.278 -3.203 1.669  0.15
N1 0.754 -2.473 1.598  0.63
C3 2.007 -2.806 2.239  -0.95
C4 2.080 -2.174 3.648  -0.98
N2 2.361 -0.752 3.701  -0.29
C5 1.242 0.174 3.595  0.28
C6 1.803 1.584 3.436  -0.89
N3 0.788 2.624 3.349  -0.33
C7 0.369 3.009 2.007  0.14
C8 -1.101 2.721 1.698  -1.38
N4 -1.312 1.354 1.242  0.68
C9 -2.501 0.903 1.168  0.48
C10 -3.718 1.734 1.437  -1.86
C11 -2.648 -0.567 0.923  0.80
C12 -3.815 -1.200 0.531  -1.20
C13 -3.799 -2.581 0.404  -0.95
C14 -2.661 -3.293 0.747  -0.84
C15 -1.534 -2.582 1.141  1.18
N5 -1.536 -1.254 1.176  0.16
H1 0.517 -4.901 2.754  0.41
H2 -0.748 -5.290 1.583  0.42
H3 -1.166 -4.507 3.104  0.38
H4 2.812 -2.388 1.629  0.25
H5 2.182 -3.882 2.324  0.47
H6 2.860 -2.706 4.198  0.42
H7 1.133 -2.358 4.160  0.34
H8 3.090 -0.507 3.042  0.28
H9 0.649 0.136 4.512  0.31
H10 0.559 -0.058 2.764  -0.24
H11 2.454 1.598 2.545  0.20
H12 2.443 1.776 4.299  0.41
H13 1.072 3.434 3.876  0.32
H14 0.978 2.473 1.273  -0.58
H15 0.537 4.077 1.848  0.55
H16 -1.480 3.436 0.959  0.49
H17 -1.662 2.874 2.624  0.55
H18 -3.736 2.600 0.772  0.40
H19 -3.686 2.114 2.460  0.37
H20 -4.639 1.173 1.311  0.47
H21 -4.712 -0.644 0.302  0.40
H22 -4.681 -3.100 0.052  0.49
H23 -2.656 -4.373 0.705  0.36
Cl1 -2.495 4.102 -5.233  -0.25
C16 -2.098 2.830 -4.124  0.54
C17 -2.854 1.694 -4.098  -0.35
C18 -2.557 0.661 -3.196  -0.21
I1 -3.680 -1.100 -3.261  0.01
C19 -1.520 0.744 -2.278  -0.29
O1 -1.241 -0.207 -1.423  -0.33
C20 -0.724 1.934 -2.328  0.53
N6 0.308 1.999 -1.451  0.71
C21 1.111 3.036 -1.490  -0.51
C22 0.948 4.097 -2.394  -1.38
C23 -0.104 4.066 -3.266  -0.97
C24 -0.990 2.968 -3.257  -0.01
H24 -3.681 1.582 -4.785  0.48
H25 1.928 3.050 -0.776  0.61
H26 1.647 4.922 -2.390  0.47
H27 -0.256 4.864 -3.980  0.46
C25 1.601 -3.355 -1.883  -0.78
O2 0.944 -2.098 -1.931  0.20
C26 1.149 -1.408 -3.158  -0.29
C27 2.508 -0.750 -3.244  -0.81
O3 2.641 0.125 -2.143  0.35
C28 3.827 0.892 -2.193  -0.98
H28 1.287 -3.976 -2.727  0.30
H29 1.309 -3.837 -0.957  0.13
H30 2.689 -3.248 -1.902  0.31
H31 0.368 -0.647 -3.205  -0.23
H32 1.021 -2.091 -4.003  0.56
H33 2.576 -0.199 -4.190  0.48
H34 3.315 -1.493 -3.227  0.41
H35 3.840 1.543 -3.073  0.31
H36 4.713 0.250 -2.215  0.35
H37 3.859 1.504 -1.293  0.19

Cartesian forces (eV/Å) of the 2 atoms listed first:
-0.3 0.2 0.1
0.0 0.0 -0.1

Energy above the lowest of the compared OMol25 structures with the same formula, charge and spin   0.0 kcal/mol
LUMO   -2.86 eV
Orbital gap   0.2690 Ha
Total charge   +1
Spin multiplicity   1
HOMO   -10.18 eV

=====

Looking at electronic energy for the records above, in order, we have -4528.62376 -4237.04228 -2615.41921 a.u..